(1)
Below is a molecular structure, C35H52AsInO2P3, with properties calculated with ωB97M-V/def2-TZVPD.

As for the spin multiplicity: 1. As for the net charge: +3. As for the HOMO-LUMO gap (alpha / beta): 0.111 / 0.169 hartree. As for the HOMO energy (alpha / beta): -15.09 / -15.09 eV. Its energy relative to the best compared isomer or geometry (same formula, charge and spin) is 0.000 eV. The value obtained for the LUMO energy (alpha / beta) is -12.062 / -10.501 eV.

```
94
Properties=species:S:1:pos:R:3:mulliken_charge:R:1
In -0.206 0.416 0.085 1.759
P -1.944 -1.631 0.337 0.955
P 1.327 -0.691 1.908 0.706
P 1.290 -1.377 -1.600 1.080
H -0.801 6.471 -7.263 0.276
C -0.875 5.566 -7.871 -0.598
C -2.060 5.029 -8.187 -0.477
H -2.999 5.472 -7.846 0.255
C -3.447 -0.891 1.067 -0.473
C -1.563 -3.058 1.417 -1.055
C -2.457 -2.283 -1.279 -0.963
C 2.910 0.231 1.984 -1.253
C 0.635 -0.386 3.578 -0.358
C 1.731 -2.472 2.071 -0.964
C 0.702 -1.233 -3.334 -1.247
C 1.471 -3.196 -1.381 -1.417
C 3.024 -0.768 -1.710 -1.275
H 0.060 5.155 -8.259 0.294
H -2.139 4.158 -8.842 0.270
H -3.654 0.077 0.580 0.479
H -3.255 -0.686 2.137 -1.128
H -4.276 -1.614 0.945 0.713
H -1.279 -2.719 2.430 -0.041
H -0.750 -3.658 0.972 0.344
H -2.500 -3.642 1.463 0.571
H -2.851 -1.449 -1.886 0.250
H -3.245 -3.025 -1.054 0.544
H -1.605 -2.768 -1.788 0.279
H 3.400 -0.044 2.939 0.553
H 2.679 1.311 1.954 0.338
H 3.515 -0.050 1.104 0.281
H 1.262 -0.786 4.399 0.601
H -0.356 -0.871 3.620 -0.501
H 0.493 0.706 3.702 -0.253
H 2.822 -2.532 2.242 0.462
H 1.457 -3.001 1.145 -0.103
H 1.166 -2.893 2.927 0.489
H 1.142 -2.041 -3.943 0.629
H 0.995 -0.243 -3.729 0.299
H -0.402 -1.300 -3.336 0.221
H 1.664 -3.621 -2.385 0.521
H 0.533 -3.617 -0.966 0.306
H 2.325 -3.390 -0.705 0.502
H 3.456 -1.145 -2.655 0.488
H 3.598 -1.128 -0.836 0.337
H 3.005 0.334 -1.714 0.290
C -0.779 1.512 -2.778 0.260
C 0.358 2.368 -2.651 0.074
C 0.697 3.195 -3.705 -0.944
C -0.055 3.159 -4.885 -0.285
C -1.133 2.277 -5.043 -0.665
C -1.493 1.441 -4.008 -0.099
O -1.210 0.710 -1.828 -0.518
H 1.367 1.240 -0.242 -0.242
H 0.956 2.360 -1.732 0.365
H 1.536 3.887 -3.589 0.452
H 0.192 3.839 -5.698 0.388
H -1.715 2.244 -5.965 0.471
H -2.291 0.698 -4.056 0.471
O -1.463 1.339 1.723 -0.587
As -1.994 1.514 3.364 1.321
C -3.811 2.193 3.483 0.933
C -4.929 1.401 3.194 -0.072
C -6.193 1.800 3.644 -0.874
C -6.333 2.972 4.398 -0.556
C -5.208 3.744 4.711 -0.780
C -3.944 3.345 4.260 -0.446
C -2.223 -0.045 4.745 0.807
C -2.637 -1.360 4.532 -0.125
C -2.703 -2.260 5.617 -0.688
C -2.349 -1.831 6.904 -0.665
C -1.960 -0.502 7.120 -0.967
C -1.940 0.385 6.034 -1.014
C -0.756 2.922 3.984 1.040
C -0.838 4.193 3.397 -1.025
C -0.077 5.248 3.917 -0.751
C 0.792 5.024 4.990 -0.615
C 0.906 3.743 5.540 -1.013
C 0.142 2.688 5.029 -0.255
H -4.813 0.475 2.631 0.224
H -7.069 1.190 3.402 0.426
H -7.318 3.286 4.748 0.406
H -5.294 4.659 5.303 0.426
H -3.048 3.905 4.525 0.363
H -2.931 -1.698 3.533 0.431
H -3.038 -3.292 5.443 0.461
H -2.378 -2.523 7.749 0.413
H -1.673 -0.133 8.112 0.464
H -1.678 1.434 6.194 0.688
H -1.524 4.354 2.561 0.511
H -0.178 6.241 3.477 0.457
H 1.385 5.845 5.393 0.439
H 1.579 3.542 6.375 0.449
H 0.227 1.690 5.472 0.460
```

=====

(2)
Below is a molecular structure, C35H52AsInO2P3, with properties calculated with ωB97M-V/def2-TZVPD.

As for the spin multiplicity: 1. As for the net charge: +3. As for the HOMO-LUMO gap (alpha / beta): 0.115 / 0.158 hartree. As for the HOMO energy (alpha / beta): -15.15 / -15.14 eV. Its energy relative to the best compared isomer or geometry (same formula, charge and spin) is 2.987 eV. The value obtained for the LUMO energy (alpha / beta) is -12.026 / -10.849 eV.

```
94
Properties=species:S:1:pos:R:3:mulliken_charge:R:1
In 0.000 0.000 0.000 3.135
P -1.793 -1.482 0.325 0.794
P 1.186 -0.613 1.801 0.257
P 1.213 -1.290 -1.513 0.842
H -0.804 6.470 -7.276 0.278
C -0.884 5.587 -7.905 -0.601
C -2.062 5.053 -8.218 -0.478
H -2.996 5.478 -7.859 0.257
C -3.370 -0.883 1.084 -0.468
C -1.569 -2.987 1.380 -1.134
C -2.441 -2.257 -1.214 -1.026
C 2.829 0.209 1.980 -1.409
C 0.537 -0.343 3.515 -0.637
C 1.685 -2.382 2.042 -1.104
C 0.660 -1.175 -3.267 -1.388
C 1.452 -3.119 -1.370 -1.431
C 2.967 -0.770 -1.699 -1.351
H 0.050 5.162 -8.264 0.293
H -2.141 4.170 -8.847 0.271
H -3.669 0.063 0.627 0.499
H -3.226 -0.709 2.154 -1.166
H -4.176 -1.614 0.952 0.753
H -1.281 -2.684 2.391 0.015
H -0.772 -3.614 0.972 0.326
H -2.490 -3.578 1.436 0.567
H -2.843 -1.474 -1.864 0.311
H -3.225 -2.991 -1.001 0.562
H -1.605 -2.719 -1.744 0.292
H 3.332 -0.071 2.912 0.523
H 2.680 1.291 1.948 0.396
H 3.465 -0.064 1.133 0.331
H 1.223 -0.762 4.259 0.688
H -0.434 -0.835 3.616 -0.370
H 0.408 0.723 3.715 -0.121
H 2.761 -2.463 2.235 0.455
H 1.434 -2.977 1.163 0.081
H 1.146 -2.796 2.899 0.451
H 1.114 -1.980 -3.856 0.670
H 0.959 -0.207 -3.674 0.336
H -0.427 -1.245 -3.331 0.262
H 1.660 -3.547 -2.357 0.548
H 0.557 -3.592 -0.959 0.314
H 2.298 -3.339 -0.713 0.473
H 3.401 -1.157 -2.628 0.503
H 3.546 -1.128 -0.844 0.371
H 3.000 0.322 -1.703 0.345
C -0.689 1.396 -2.747 -0.304
C 0.380 2.320 -2.650 0.120
C 0.683 3.184 -3.701 -0.923
C -0.054 3.168 -4.886 -0.320
C -1.115 2.262 -4.999 -0.690
C -1.430 1.395 -3.958 0.127
O -1.051 0.553 -1.794 -0.296
H 1.221 1.064 -0.270 -0.601
H 0.962 2.325 -1.733 0.528
H 1.511 3.881 -3.588 0.445
H 0.189 3.843 -5.702 0.418
H -1.704 2.230 -5.913 0.466
H -2.258 0.697 -4.049 0.492
O -1.204 1.252 1.538 -0.691
As -1.945 1.437 3.159 0.962
C -3.778 2.148 3.486 1.078
C -4.929 1.397 3.191 -0.094
C -6.189 1.807 3.638 -1.009
C -6.324 2.972 4.390 -0.525
C -5.196 3.732 4.692 -0.872
C -3.935 3.324 4.249 -0.377
C -2.204 0.003 4.685 1.025
C -2.643 -1.357 4.542 -0.340
C -2.707 -2.242 5.620 -0.906
C -2.349 -1.828 6.889 -0.531
C -1.958 -0.510 7.088 -1.021
C -1.908 0.391 6.013 -0.951
C -0.777 2.903 3.948 1.028
C -0.846 4.199 3.404 -0.881
C -0.074 5.246 3.933 -0.790
C 0.796 5.016 5.001 -0.541
C 0.899 3.743 5.544 -1.061
C 0.126 2.704 5.032 -0.323
H -4.887 0.465 2.675 0.298
H -7.061 1.200 3.429 0.427
H -7.297 3.273 4.757 0.419
H -5.295 4.622 5.301 0.444
H -3.094 3.912 4.570 0.335
H -2.918 -1.850 3.650 0.439
H -3.025 -3.267 5.460 0.458
H -2.383 -2.529 7.714 0.430
H -1.691 -0.187 8.085 0.473
H -1.632 1.396 6.251 0.737
H -1.516 4.400 2.581 0.536
H -0.150 6.240 3.519 0.456
H 1.395 5.820 5.410 0.441
H 1.580 3.553 6.367 0.451
H 0.278 1.750 5.508 0.503
```

=====

(3)
Below is a molecular structure, C35H52AsOP3Y, with properties calculated with ωB97M-V/def2-TZVPD.

As for the spin multiplicity: 1. As for the net charge: +3. As for the HOMO-LUMO gap: 0.198 hartree. As for the HOMO energy: -15.45 eV. The value obtained for the LUMO energy is -10.076 eV.

```
93
Properties=species:S:1:pos:R:3:mulliken_charge:R:1
Y 0.128 -0.296 -1.109 -0.345
P 2.774 1.030 -2.245 1.276
P -1.117 2.250 -1.318 0.796
P 1.153 -2.709 -0.016 0.872
H -4.655 0.280 -2.564 0.330
C -4.728 -0.762 -2.230 -0.508
C -4.813 -1.079 -0.923 -0.583
H -5.034 -0.349 -0.134 0.324
C 2.707 0.847 -4.022 -1.136
C 2.893 2.757 -1.739 -1.210
C 3.982 -0.047 -1.474 -0.739
C -2.887 2.269 -0.877 -0.615
C -0.549 3.829 -0.591 -0.669
C -1.192 2.690 -3.100 -1.114
C 0.058 -3.550 1.197 -1.230
C 2.776 -2.818 0.831 -0.886
C 1.310 -3.991 -1.319 -1.026
H -4.493 -1.530 -2.977 0.244
H -4.920 -2.130 -0.620 0.297
H 3.658 1.281 -4.361 0.546
H 1.793 1.369 -4.347 0.346
H 2.540 -0.229 -4.212 0.468
H 3.838 3.068 -2.240 0.555
H 2.987 2.849 -0.634 0.310
H 2.040 3.368 -2.093 0.358
H 4.921 0.308 -1.964 0.566
H 3.797 -1.115 -1.715 0.426
H 4.032 0.091 -0.371 0.101
H -3.381 3.099 -1.408 0.531
H -2.986 2.417 0.206 0.223
H -3.377 1.323 -1.149 -0.368
H -1.070 4.672 -1.073 0.537
H 0.533 3.949 -0.732 0.112
H -0.758 3.835 0.487 -0.061
H -1.806 3.595 -3.222 0.506
H -1.642 1.854 -3.654 0.321
H -0.183 2.877 -3.489 0.312
H 0.360 -4.600 1.323 0.553
H -0.982 -3.530 0.840 0.346
H 0.089 -3.051 2.173 0.211
H 3.069 -3.868 0.970 0.513
H 2.736 -2.334 1.814 -0.024
H 3.554 -2.319 0.240 0.269
H 1.271 -4.994 -0.876 0.467
H 2.263 -3.873 -1.845 0.378
H 0.498 -3.899 -2.052 0.259
C -0.894 -1.671 -3.868 0.487
C -0.150 -1.215 -4.995 -0.285
C -0.040 -2.059 -6.118 -1.067
C -0.528 -3.382 -6.022 -0.465
C -1.220 -3.842 -4.862 -0.684
C -1.401 -2.964 -3.819 -0.265
O -0.976 -1.061 -2.657 -0.316
H 1.384 0.961 -2.103 -0.482
H 0.308 -0.235 -5.089 0.677
H 0.397 -1.748 -7.078 0.435
H -0.515 -4.076 -6.860 0.410
H -1.684 -4.873 -4.679 0.346
H -1.767 -3.200 -2.771 0.518
C -3.213 -1.560 5.000 -0.648
C -3.275 -1.877 3.645 -0.732
C -2.390 -1.296 2.730 -0.692
C -1.415 -0.392 3.181 0.282
C -1.372 -0.057 4.534 -0.284
C -2.260 -0.641 5.449 -0.789
As -0.213 0.455 1.853 2.266
C -0.553 2.259 2.598 0.472
C -1.884 2.678 2.760 -0.671
C -2.160 3.974 3.205 -0.779
C -1.124 4.850 3.533 -0.657
C 0.198 4.421 3.399 -0.625
C 0.486 3.127 2.944 -0.325
C 1.516 0.069 2.741 0.862
C 2.668 0.673 2.197 -0.609
C 3.933 0.315 2.669 -1.057
C 4.074 -0.610 3.704 -0.824
C 2.929 -1.207 4.247 -0.669
C 1.655 -0.884 3.758 -0.832
H -3.909 -2.024 5.711 0.422
H -4.025 -2.583 3.286 0.449
H -2.460 -1.532 1.665 0.518
H -0.642 0.676 4.899 0.473
H -2.206 -0.377 6.501 0.463
H -2.698 1.981 2.565 0.622
H -3.197 4.296 3.316 0.447
H -1.345 5.851 3.909 0.427
H 1.013 5.092 3.665 0.466
H 1.517 2.792 2.876 0.385
H 2.570 1.421 1.415 0.845
H 4.821 0.792 2.239 0.497
H 5.061 -0.857 4.096 0.447
H 3.028 -1.922 5.068 0.452
H 0.775 -1.370 4.174 0.249
```

=====

(4)
Below is a molecular structure, C35H52AuOP4S, with properties calculated with ωB97M-V/def2-TZVPD.

As for the spin multiplicity: 3. As for the net charge: +3. As for the HOMO-LUMO gap (alpha / beta): 0.193 / 0.104 hartree. As for the HOMO energy (alpha / beta): -14.72 / -14.72 eV. Its energy relative to the best compared isomer or geometry (same formula, charge and spin) is 0.602 eV. As for the expectation value of S²: 2.032. The value obtained for the LUMO energy (alpha / beta) is -9.480 / -11.881 eV.

```
94
Properties=species:S:1:pos:R:3:mulliken_charge:R:1
Au 0.894 0.972 -2.803 0.782
P 2.145 1.092 -0.618 0.779
P -0.958 0.397 0.764 0.846
P -1.096 2.160 -3.187 0.623
H 0.643 -1.328 -5.263 0.355
C 0.832 -0.271 -5.449 -0.862
C 1.736 0.381 -4.551 -0.768
H 2.381 -0.368 -4.001 0.519
C 2.782 -0.466 0.081 -1.026
C 1.864 2.018 0.968 -1.150
C 3.671 1.915 -1.173 -1.364
C -2.396 -0.727 0.501 -1.068
C -0.512 -0.113 2.473 -1.228
C -1.932 1.942 1.139 -1.465
C -1.195 2.278 -5.001 -1.251
C -1.169 3.821 -2.447 -1.035
C -2.674 1.344 -2.796 -0.801
H 0.708 0.122 -6.475 0.384
H 2.287 1.277 -4.966 0.531
H 2.025 -1.249 0.000 -0.064
H 3.056 -0.352 1.139 0.387
H 3.672 -0.741 -0.495 0.591
H 1.799 1.324 1.819 0.226
H 0.952 2.624 0.939 0.189
H 2.713 2.691 1.169 0.517
H 4.174 1.270 -1.895 0.437
H 4.336 2.087 -0.323 0.486
H 3.439 2.874 -1.645 0.428
H -3.091 -0.680 1.355 0.517
H -2.018 -1.751 0.396 -0.017
H -2.927 -0.467 -0.428 0.340
H -0.109 0.743 3.031 0.488
H 0.243 -0.908 2.401 0.066
H -1.415 -0.511 2.958 0.531
H -2.726 1.695 1.863 0.460
H -2.386 2.381 0.233 0.315
H -1.262 2.690 1.586 0.403
H -2.176 2.701 -5.268 0.492
H -1.040 1.285 -5.447 0.269
H -0.359 2.906 -5.332 0.372
H -1.921 4.410 -2.992 0.440
H -0.181 4.303 -2.533 0.363
H -1.454 3.762 -1.383 0.312
H -3.456 1.832 -3.403 0.583
H -2.915 1.461 -1.729 0.181
H -2.609 0.275 -3.071 0.023
C -0.590 -3.849 -1.327 1.080
C -1.899 -3.462 -1.630 -0.706
C -2.137 -2.568 -2.677 -1.240
C -1.063 -1.951 -3.319 0.141
C 0.248 -2.310 -2.974 -0.664
C 0.510 -3.170 -1.907 -0.600
S -0.310 -5.208 -0.316 0.213
H -1.545 -5.540 0.016 0.282
H -2.701 -3.973 -1.103 0.351
H -3.155 -2.357 -3.020 0.493
H -1.263 -1.226 -4.125 0.661
H 1.106 -1.918 -3.512 0.408
H 1.541 -3.404 -1.597 0.402
O 1.335 -2.884 2.332 -0.121
P 1.764 -3.406 3.672 0.794
C 3.225 -2.547 4.244 0.159
C 4.501 -3.098 4.038 -0.531
C 5.657 -2.377 4.356 -0.775
C 5.543 -1.087 4.893 -0.489
C 4.276 -0.526 5.113 -0.894
C 3.129 -1.255 4.783 -0.306
C 0.485 -3.238 4.918 0.559
C 0.758 -2.921 6.255 -0.108
C -0.283 -2.788 7.181 -0.754
C -1.606 -2.997 6.767 -0.524
C -1.888 -3.347 5.437 -0.664
C -0.842 -3.472 4.518 -0.426
C 2.184 -5.155 3.629 0.049
C 2.055 -5.832 2.407 -0.175
C 2.231 -7.212 2.342 -0.485
C 2.601 -7.929 3.493 -0.515
C 2.778 -7.251 4.706 -0.740
C 2.558 -5.863 4.781 -0.185
H 4.600 -4.098 3.622 0.398
H 6.649 -2.818 4.201 0.432
H 6.440 -0.514 5.139 0.418
H 4.179 0.482 5.535 0.434
H 2.150 -0.824 4.972 0.563
H 1.785 -2.757 6.577 0.462
H -0.058 -2.527 8.222 0.423
H -2.416 -2.886 7.490 0.407
H -2.924 -3.522 5.119 0.397
H -1.063 -3.741 3.486 0.344
H 1.799 -5.263 1.512 0.286
H 2.069 -7.721 1.386 0.391
H 2.755 -9.013 3.442 0.403
H 3.091 -7.823 5.587 0.410
H 2.668 -5.349 5.736 0.406
```

=====

Sequential maximum force output: 2.510, 8.470, 3.093, 4.966 eV/Å